The following is a quantum chemistry calculation of a molecular structure, C5H16NSi, from the Open Molecules 2025 dataset.

```
! wB97M-V def2-TZVPD RIJCOSX def2/J DEFGRID3
* xyz 1 1
C 2.921 -0.649 0.654
C -1.476 -0.327 -1.520
C -2.295 -0.436 0.695
C 1.640 -0.907 -0.148
C 0.120 0.093 0.449
N -1.087 -0.662 -0.123
Si 0.191 2.143 0.173
H 3.123 0.366 0.668
H 3.547 -1.212 0.065
H 2.732 -1.202 1.643
H -2.109 -1.137 -1.884
H -2.128 0.549 -1.538
H -0.672 -0.082 -2.189
H -3.090 -1.215 0.301
H -2.211 -0.641 1.821
H -2.741 0.590 0.490
H 1.168 -1.817 0.110
H 1.718 -0.705 -1.281
H -0.059 -0.082 1.474
H -0.788 -1.594 -0.038
H 1.579 2.447 -0.384
H -0.076 3.030 1.376
H -0.600 2.316 -1.086
*
```

Output
- Relative energy (zero: lowest compared OMol25 entry of this formula, charge and spin): 65.4 kcal per mole
- Gap between HOMO and LUMO: 11.422 eV
- HOMO energy: -14.31 eV
- Total energy: -14802.5810 eV


The following is a quantum chemistry calculation of 2 unconnected molecules or ions with the total composition C5H16NSi, from the Open Molecules 2025 dataset.

```
! wB97M-V def2-TZVPD RIJCOSX def2/J DEFGRID3
* xyz 1 1
C -1.460 -2.141 1.310
C -0.885 2.188 -0.322
C 1.311 1.704 0.707
C -1.078 -1.618 -0.039
C 0.205 -0.885 -0.036
N -0.094 1.328 0.543
Si 1.485 -0.789 -1.561
H -0.565 -2.754 1.709
H -2.433 -2.781 1.186
H -1.487 -1.511 2.229
H -1.116 3.183 0.232
H -0.438 2.510 -1.336
H -1.876 1.625 -0.699
H 1.347 2.490 1.368
H 1.842 0.966 1.255
H 1.805 1.897 -0.250
H -1.882 -0.879 -0.388
H -1.144 -2.242 -0.850
H 0.693 -0.971 0.985
H -0.601 1.096 1.407
H 1.147 0.454 -2.410
H 1.406 -2.031 -2.244
H 2.687 -1.011 -0.796
*
```

Output
- Relative energy (zero: lowest compared OMol25 entry of this formula, charge and spin): 85.9 kcal per mole
- Gap between HOMO and LUMO: 9.201 eV
- HOMO energy: -14.25 eV
- Total energy: -14801.6949 eV